Molecular formula: C45H40Cl3N3O4PRu
Method: DFT, wB97M-V/def2-TZVPD

Summary:
Frontier orbital gap (alpha / beta) (eV): 5.90 / 5.84
HOMO (alpha / beta) (eV): -7.0 / -7.0
Multiplicity: 2
⟨S²⟩: 0.7618
ΔE to the lowest compared entry with this formula, charge and spin (eV): 0.700

Cartesian coordinates (Å):
Ru1 -0.02862 -0.06597 -0.10338
C1 0.47939 -1.35818 5.45153
C2 1.75057 -1.54631 4.67884
C3 2.85191 -2.05918 5.35711
C4 4.08407 -2.20117 4.74892
C5 4.25423 -1.78175 3.43969
C6 3.17296 -1.27395 2.74905
C7 1.91309 -1.18989 3.33760
P1 0.58829 -0.54092 2.24014
C8 -0.97499 -1.22160 2.90104
C9 -1.00994 -2.61916 2.93736
C10 -2.16314 -3.30765 3.25061
C11 -3.30887 -2.60280 3.57364
C12 -3.25257 -1.22415 3.64593
C13 -2.10649 -0.50539 3.32215
C14 -2.13753 0.97981 3.51843
C15 0.83928 1.24655 2.76335
C16 1.50742 1.60286 3.93096
C17 1.71711 2.93359 4.24711
C18 1.26596 3.92727 3.39464
C19 0.62239 3.57863 2.22210
C20 0.41898 2.24366 1.87926
C21 -0.24966 1.89764 0.59742
H1 0.70803 -1.23937 6.50856
H2 -0.17805 -2.21895 5.34664
H3 -0.06577 -0.48222 5.11312
H4 2.73423 -2.34251 6.39398
H5 4.91311 -2.61183 5.30624
H6 5.22291 -1.84983 2.96553
H7 3.28397 -0.94890 1.72212
H8 -0.10570 -3.17514 2.74562
H9 -2.15574 -4.38639 3.25350
H10 -4.23710 -3.11138 3.78929
H11 -4.13291 -0.68030 3.95989
H12 -3.03817 1.26950 4.05917
H13 -2.13627 1.49553 2.56126
H14 -1.27037 1.31048 4.08788
H15 1.87753 0.84786 4.60606
H16 2.23400 3.18869 5.16111
H17 1.41922 4.96870 3.64087
H18 0.27580 4.35147 1.54948
H19 0.10902 2.57674 -0.19678
H20 -1.32292 2.12297 0.70375
Cl1 -6.15356 0.57095 -4.11152
C22 -5.03863 0.36033 -2.81627
C23 -3.67414 0.44140 -3.05911
C24 -2.80220 0.28231 -2.00355
Cl2 -1.11934 0.45159 -2.23231
C25 -3.22741 -0.01423 -0.66986
O1 -2.42518 -0.19478 0.28471
C26 -4.64824 -0.05332 -0.49394
Cl3 -5.20968 -0.33419 1.09818
C27 -5.52836 0.13109 -1.53253
H21 -3.31230 0.64171 -4.05487
H22 -6.59034 0.10742 -1.34932
O2 1.25155 -2.36014 1.28770
C28 0.59402 -2.86793 0.30873
N1 0.03675 -2.03771 -0.61382
C29 -0.60596 -2.76489 -1.60088
O3 -1.16879 -2.25677 -2.57866
C30 -0.43942 -4.16020 -1.24702
C31 -0.89436 -5.31875 -1.85753
C32 -0.60179 -6.52576 -1.25738
C33 0.14065 -6.58324 -0.06471
C34 0.59069 -5.44709 0.56437
C35 0.30611 -4.21399 -0.02831
H23 -1.46630 -5.25926 -2.77076
H24 -0.93833 -7.44691 -1.71093
H25 0.35486 -7.55168 0.36129
H26 1.14102 -5.48737 1.49451
C36 3.58096 -4.79908 -0.88642
C37 4.47081 -3.59540 -0.60226
N2 5.08727 -3.07680 -1.80379
C38 5.97248 -3.96430 -2.54790
C39 5.36879 -4.44359 -3.86561
C40 5.03715 -1.79377 -2.20361
O4 5.64373 -1.38216 -3.17745
C41 4.25484 -0.79621 -1.38820
C42 4.98192 0.19618 -0.73013
C43 4.29532 1.23981 -0.13181
C44 2.91905 1.27701 -0.23766
N3 2.21217 0.34720 -0.88657
C45 2.87201 -0.67257 -1.44371
H27 3.08189 -5.09017 0.03116
H28 4.15997 -5.64640 -1.24593
H29 2.82157 -4.54501 -1.62190
H30 5.26120 -3.88406 0.10407
H31 3.87928 -2.80470 -0.13753
H32 6.21771 -4.81442 -1.90924
H33 6.88992 -3.40663 -2.76277
H34 4.40223 -4.91585 -3.71059
H35 6.03482 -5.16516 -4.33288
H36 5.24237 -3.60165 -4.54025
H37 6.06033 0.15850 -0.71811
H38 4.81798 2.02860 0.38631
H39 2.36533 2.09833 0.19483
H40 2.27158 -1.40237 -1.97568

Forces on atoms 1 to 2 (eV/Å):
Ru -0.968 1.680 0.846
C -0.047 -0.029 0.135

Molecular formula: C45H40GeN4Re
Method: DFT, wB97M-V/def2-TZVPD

Summary:
Frontier orbital gap (eV): 6.64
HOMO (eV): -8.8
Net charge: +1

Cartesian coordinates (Å):
Re1 -0.24112 -0.45415 0.18613
C1 1.02816 2.39568 0.69187
C2 0.06233 2.53737 1.85861
C3 0.05445 1.33961 2.77030
C4 0.08275 1.51662 4.14804
C5 0.12143 0.42477 4.99130
C6 0.14720 -0.83996 4.42306
C7 0.11185 -0.95360 3.05370
N1 0.04388 0.10986 2.21373
N2 0.48087 1.56262 -0.40839
C8 1.57509 1.27407 -1.35263
C9 2.52341 0.30934 -0.69204
C10 3.89007 0.33914 -0.86574
C11 4.67341 -0.60158 -0.21093
C12 4.05452 -1.52549 0.61096
C13 2.67544 -1.49579 0.73934
N3 1.91616 -0.61299 0.08660
C14 -0.62512 2.26643 -1.08653
C15 -1.97515 1.90462 -0.52145
C16 -3.08437 2.69450 -0.74120
C17 -4.29674 2.33231 -0.16940
C18 -4.34227 1.20272 0.62857
C19 -3.18997 0.45641 0.79733
N4 -2.03552 0.77727 0.20919
H1 1.95032 1.91318 1.03098
H2 1.29822 3.37953 0.28660
H3 -0.94834 2.74370 1.50288
H4 0.34764 3.41436 2.44438
H5 0.08324 2.51879 4.53991
H6 0.14418 0.55526 6.05954
H7 0.19159 -1.73627 5.02382
H8 0.10758 -1.91617 2.56158
H9 2.10134 2.19605 -1.63792
H10 1.12449 0.81162 -2.24074
H11 4.33206 1.09424 -1.49750
H12 5.74384 -0.60196 -0.33210
H13 4.61466 -2.26996 1.15297
H14 2.15426 -2.19978 1.36645
H15 -0.57490 2.04570 -2.15836
H16 -0.48648 3.35282 -0.96862
H17 -2.99696 3.58331 -1.34600
H18 -5.18019 2.92432 -0.33840
H19 -5.24783 0.87506 1.10830
H20 -3.17682 -0.44157 1.39966
C20 -1.50207 -1.99710 -0.10505
Ge1 -3.22912 -2.85520 -0.21174
C21 -4.07234 -2.73482 1.54372
C22 -5.33752 -2.19450 1.74528
C23 -5.87526 -2.08939 3.01954
C24 -5.14754 -2.51807 4.11583
C25 -3.88345 -3.05657 3.93509
C26 -3.35590 -3.16114 2.65949
C27 -2.97916 -4.73273 -0.63330
C28 -3.66832 -5.72990 0.04533
C29 -3.46106 -7.06731 -0.25663
C30 -2.55928 -7.42248 -1.24373
C31 -1.86967 -6.43947 -1.93568
C32 -2.08201 -5.10766 -1.63158
C33 -4.26285 -1.92980 -1.57039
C34 -5.56604 -2.32294 -1.86524
C35 -6.31013 -1.66087 -2.82824
C36 -5.75580 -0.59621 -3.51878
C37 -4.45670 -0.20216 -3.24896
C38 -3.71785 -0.86517 -2.28111
H21 -5.91867 -1.84880 0.89976
H22 -6.86423 -1.67799 3.15583
H23 -5.56675 -2.43988 5.10855
H24 -3.31716 -3.40077 4.78702
H25 -2.37076 -3.59228 2.53489
H26 -4.36502 -5.47348 0.83044
H27 -4.00176 -7.83207 0.28235
H28 -2.39286 -8.46328 -1.47680
H29 -1.16609 -6.71297 -2.70827
H30 -1.53364 -4.35405 -2.17712
H31 -6.01178 -3.16534 -1.35105
H32 -7.31782 -1.98176 -3.04746
H33 -6.33219 -0.08482 -4.27597
H34 -4.01635 0.61537 -3.79990
H35 -2.69923 -0.55627 -2.08494
C39 -0.25917 -2.41062 -0.14622
C40 0.51996 -3.63642 -0.24834
C41 0.40986 -4.63577 0.71350
C42 1.15180 -5.79824 0.60096
C43 1.99730 -5.98451 -0.48190
C44 2.10842 -4.99446 -1.44717
C45 1.38507 -3.82250 -1.32589
H36 -0.28359 -4.51576 1.53737
H37 1.05067 -6.57242 1.34796
H38 2.55968 -6.89873 -0.57781
H39 2.75794 -5.13729 -2.29650
H40 1.46559 -3.04653 -2.07451

Forces on atoms 1 to 2 (eV/Å):
Re -0.249 -0.180 0.189
C 0.031 -0.065 0.029